Model one:
19
Properties=species:S:1:pos:R:3:nbo_charge:R:1 method="wB97M-V/def2-TZVPD" total_charge=-1 s_squared=0.75 multiplicity=2 mol_weight_g_mol=108.1 e_homo_ev="0.71 / -3.63" homo_lumo_gap_ev="3.2 / 7.2" lumo_energy_ev="3.9 / 3.6"
N -0.841 1.401 0.295 -0.856
H -1.818 0.713 -2.760 0.207
H -1.419 -1.868 1.923 0.468
O 1.395 -1.819 1.616 -1.288
C 0.811 1.258 -1.425 -0.167
N 1.950 1.382 -0.611 -0.949
H -0.213 1.742 1.000 0.370
C -0.435 1.084 -1.009 0.037
H 1.445 -1.269 0.803 0.383
H 1.817 1.494 0.377 0.353
H 2.798 0.913 -0.881 0.340
H -2.329 0.030 -1.247 0.203
H -1.064 -0.667 -2.036 0.209
H 1.113 1.047 -2.438 0.178
O -1.614 -2.253 2.785 -0.982
H 2.248 -2.275 1.466 0.330
H -0.850 -2.009 3.330 0.472
C -1.444 0.333 -1.810 -0.673
H -1.549 0.763 0.623 0.364

---

Model two:
19
Properties=species:S:1:pos:R:3:nbo_charge:R:1 method="wB97M-V/def2-TZVPD" total_charge=-1 s_squared=0.75 multiplicity=2 mol_weight_g_mol=108.1 e_homo_ev="1.05 / -5.74" homo_lumo_gap_ev="2.1 / 8.9" lumo_energy_ev="3.2 / 3.1"
H 1.697 -0.017 -1.153 0.327
C -1.306 0.405 -0.026 -0.098
N 0.953 -0.361 -0.564 -1.092
H -2.686 1.579 -0.859 0.324
N -2.719 0.620 -0.501 -0.832
H -1.387 -0.299 0.820 0.191
H 0.225 1.482 0.818 0.212
H 4.679 -3.355 1.833 0.421
H -2.887 0.132 -1.384 0.345
C -0.834 1.684 0.662 -0.073
H -0.182 0.868 -1.701 0.168
O -1.430 2.009 1.898 -0.731
H -0.734 -0.827 -1.770 0.181
H -2.104 2.688 1.829 0.466
H 4.092 -3.859 0.629 0.355
H 1.065 -1.366 -0.456 0.288
C -0.391 -0.027 -1.116 -0.479
O 4.953 -3.874 1.079 -1.102
H -1.005 2.518 -0.039 0.130

---

Energies relative to the most stable structure are model one 0.000; model two 0.125, reported in eV.

---

Model one:
29
Properties=species:S:1:pos:R:3:nbo_charge:R:1 method="wB97M-V/def2-TZVPD" multiplicity=1 mol_weight_g_mol=206.2 e_homo_ev="-7.06 / -7.06" homo_lumo_gap_ev="7.2 / 7.2" lumo_energy_ev="0.2 / 0.2"
H -2.084 0.860 4.601 0.217
H -2.548 -1.775 2.362 0.183
H -1.674 -1.032 4.733 0.218
H 0.242 2.715 -3.679 0.402
C -1.406 -0.067 2.685 -0.277
H -2.277 -1.684 -1.612 0.229
O -0.547 1.707 -1.865 -0.669
C 2.232 -0.356 -0.939 0.012
H 1.605 2.438 -4.572 0.371
C -1.962 -0.999 1.921 -0.037
H -0.471 0.124 4.400 0.212
N 0.958 0.190 -0.879 -0.394
H -2.583 0.111 -1.666 0.249
C 0.067 -0.488 0.012 0.044
H 3.603 1.425 -3.480 0.216
N -2.099 -1.095 0.606 -0.365
C 0.565 1.130 -1.851 0.568
H 4.076 -0.482 -1.733 0.230
C -1.758 -0.686 -1.588 -0.403
C 1.594 1.593 -2.781 0.098
N -1.198 -0.708 -0.182 -0.012
C -1.483 -0.031 4.202 -0.637
H -1.186 0.792 2.070 0.197
C 2.884 1.143 -2.670 -0.228
N 1.302 2.584 -3.683 -0.788
H 0.478 -0.422 1.012 0.219
H -0.954 -0.526 -2.313 0.210
C 3.200 0.141 -1.752 -0.280
H 2.370 -1.189 -0.253 0.215

---

Model two:
29
Properties=species:S:1:pos:R:3:nbo_charge:R:1 method="wB97M-V/def2-TZVPD" multiplicity=1 mol_weight_g_mol=206.2 e_homo_ev="-7.12 / -7.12" homo_lumo_gap_ev="7.5 / 7.5" lumo_energy_ev="0.4 / 0.4"
C -0.789 0.178 2.586 -0.420
H -1.761 0.419 3.033 0.253
N 0.697 -4.425 -0.939 -0.818
C 0.342 -2.122 -0.552 0.606
H -0.139 -4.157 -1.437 0.421
H -1.287 2.537 -3.167 0.216
C -1.975 2.399 -0.035 -0.077
H -0.649 4.120 -2.514 0.218
H -2.370 3.805 -2.496 0.208
H 1.775 0.089 1.512 0.217
H -0.107 1.862 -1.123 0.207
C 2.165 -3.270 0.610 -0.269
N -1.650 1.686 1.145 -0.383
H 2.703 -4.164 0.817 0.217
H -0.507 -0.939 2.558 0.222
C -1.114 2.524 -1.061 -0.237
N -0.922 0.632 1.172 -0.056
O -0.626 -2.234 -1.306 -0.641
H -2.897 2.882 0.202 0.214
H 0.044 0.860 3.069 0.225
C -1.323 3.311 -2.355 -0.644
C -0.332 0.086 0.146 0.055
C 2.387 -2.078 1.319 -0.277
N 0.598 -0.973 0.194 -0.416
C 1.153 -3.310 -0.208 0.102
H -0.728 0.246 -0.890 0.252
H 0.854 -5.302 -0.523 0.383
C 1.620 -0.986 1.074 -0.011
H 3.411 -1.910 1.882 0.233

---

Energies relative to the most stable structure are model one 0.000; model two 0.164, reported in eV.

---

Model one:
17
Properties=species:S:1:pos:R:3:nbo_charge:R:1 method="wB97M-V/def2-TZVPD" total_charge=+1 multiplicity=1 mol_weight_g_mol=120.2 e_homo_ev=-13.03 homo_lumo_gap_ev=9.3 lumo_energy_ev=-3.8
H -1.045 1.449 -0.580 0.239
H -1.798 -1.062 -1.922 0.123
C 1.058 -0.945 0.848 0.413
H -1.553 -0.762 1.340 0.221
H 0.497 -0.599 -1.157 0.259
H 1.883 1.581 0.317 0.458
O 2.039 -0.656 1.473 -0.489
C -1.877 -0.305 0.409 -0.504
C -0.710 0.719 0.152 -0.435
C 0.559 -0.011 -0.237 -0.159
H 2.554 0.454 -0.660 0.452
N 1.682 0.969 -0.474 -0.669
H -2.871 0.116 0.420 0.256
H 0.485 -1.862 1.025 0.176
S -1.940 -1.736 -0.740 -0.021
H -0.552 1.166 1.135 0.234
H 1.589 1.484 -1.348 0.445

---

Model two:
17
Properties=species:S:1:pos:R:3:nbo_charge:R:1 method="wB97M-V/def2-TZVPD" total_charge=+1 multiplicity=1 mol_weight_g_mol=120.2 e_homo_ev="-12.77 / -12.15" homo_lumo_gap_ev="6.9 / 6.7" lumo_energy_ev="-5.9 / -5.4"
H -2.921 1.372 -0.448 0.250
H -1.764 -0.962 0.965 0.421
N -1.759 -0.397 0.120 -0.407
S 2.765 -0.052 0.116 0.136
H -0.749 -0.115 -1.729 0.241
C -2.835 0.531 0.144 -0.427
H -3.659 -0.116 0.254 0.236
C 0.310 -1.493 -0.599 0.239
H 2.362 2.155 -0.552 0.236
H 1.068 -1.574 -1.352 0.224
H 1.223 -2.857 0.389 0.531
H 3.941 1.948 0.418 0.262
H 2.256 1.816 1.226 0.270
O 0.301 -2.365 0.380 -0.609
H -2.657 1.101 1.132 0.230
C -0.764 -0.637 -0.736 0.004
C 2.881 1.645 0.270 -0.836

---

Energies relative to the most stable structure are model one 0.000; model two 2.762, reported in eV.

---

Model one:
38
Properties=species:S:1:pos:R:3:nbo_charge:R:1 method="wB97M-V/def2-TZVPD" multiplicity=1 mol_weight_g_mol=262.4 e_homo_ev=-7.76 homo_lumo_gap_ev=8.6 lumo_energy_ev=0.9
H 0.594 0.244 2.177 0.229
C 1.243 -2.033 -2.596 -0.029
C -0.330 3.526 -1.768 -0.217
N 0.363 -1.117 -2.053 -0.557
C 1.444 -3.060 -1.735 -0.080
N -1.521 4.037 1.693 -0.544
H -2.040 4.892 1.809 0.408
C -0.919 -3.092 1.273 -0.243
H 3.276 -4.163 -1.336 0.218
H -1.326 -3.732 2.048 0.208
C 0.478 1.843 -0.248 -0.193
C 2.365 -4.232 -1.922 -0.626
C 0.552 -2.861 -0.620 -0.122
H -0.362 3.942 -2.773 0.209
C 0.160 0.956 2.869 -0.632
H -2.258 -1.460 1.717 0.213
H 0.525 -4.549 0.755 0.210
C 0.083 -3.604 0.468 -0.187
H -1.335 3.433 3.739 0.210
C -1.057 3.228 2.716 -0.042
C -0.099 -1.625 -0.858 0.208
H 1.638 -1.880 -3.590 0.210
H 1.102 1.969 -2.267 0.210
C 0.467 2.408 -1.513 -0.250
C -0.320 2.218 2.197 -0.074
C -1.006 3.609 0.505 0.208
H -1.608 -0.197 -0.299 0.223
H 0.907 1.187 3.643 0.215
C -1.508 -1.843 1.043 -0.212
H -0.200 -0.480 -2.591 0.411
C -0.251 2.442 0.769 -0.119
C -1.032 -1.065 -0.011 -0.271
H 1.814 -5.150 -1.739 0.215
H -0.668 0.510 3.424 0.218
H -1.725 4.953 -1.068 0.212
H 1.034 0.925 -0.090 0.222
H 2.636 -4.284 -2.979 0.213
C -1.117 4.105 -0.789 -0.273

---

Model two:
38
Properties=species:S:1:pos:R:3:nbo_charge:R:1 method="wB97M-V/def2-TZVPD" multiplicity=1 mol_weight_g_mol=262.4 e_homo_ev=-7.78 homo_lumo_gap_ev=8.7 lumo_energy_ev=0.9
H -5.009 1.827 1.418 0.224
C -2.910 2.278 2.087 0.128
C -3.900 1.885 1.169 -0.238
C -0.268 -1.744 -2.452 -0.256
C -3.369 1.590 -0.035 -0.216
C 4.007 -2.986 -1.346 -0.018
H 0.054 2.306 0.143 0.225
H 5.042 -3.390 -1.209 0.214
H 3.473 -2.307 1.395 0.222
H 3.990 -3.635 -3.387 0.400
H 1.273 2.795 3.144 0.220
C -0.077 -2.742 -3.398 -0.203
N -3.034 2.645 3.398 -0.536
C -0.806 3.142 2.809 -0.087
C -1.990 1.550 -0.322 -0.250
C 1.904 -2.171 -1.560 -0.035
H 0.914 4.262 2.250 0.209
H 0.683 4.311 3.892 0.230
H -1.257 -1.474 -2.195 0.215
C -1.847 3.308 3.753 -0.038
C 1.208 -3.414 -3.549 -0.224
C -1.560 2.446 1.736 -0.093
H 1.791 -1.834 0.905 0.220
H -4.058 1.524 -0.861 0.211
H 0.726 -0.691 -0.605 0.222
H -4.009 2.973 3.721 0.407
C 0.523 3.615 3.113 -0.634
H -1.642 3.899 4.676 0.207
C 2.174 -3.073 -2.587 0.147
C 3.119 -2.189 -0.752 -0.112
H 1.470 -3.937 -4.321 0.192
C -1.041 2.056 0.480 -0.177
H -1.639 1.052 -1.207 0.210
C 0.724 -1.469 -1.481 -0.213
C 2.863 -1.754 0.638 -0.632
H -0.796 -2.932 -4.186 0.211
H 3.043 -0.695 0.695 0.215
N 3.522 -3.505 -2.553 -0.566

---

Energies relative to the most stable structure are model one 0.000; model two 3.152, reported in eV.

---

Model one:
16
Properties=species:S:1:pos:R:3:nbo_charge:R:1 method="wB97M-V/def2-TZVPD" multiplicity=1 mol_weight_g_mol=98.2 e_homo_ev=-8.71 homo_lumo_gap_ev=9.4 lumo_energy_ev=0.7
Si -1.421 1.332 0.100 0.838
H 3.507 -0.505 -0.080 0.193
H -1.131 -2.602 0.026 0.226
H -2.243 -1.584 -1.001 0.219
C -0.732 -0.356 0.054 -0.434
C 1.621 0.561 0.045 -0.215
H 1.187 1.517 0.064 0.191
C 2.920 0.414 0.195 -0.369
H -2.915 1.336 0.475 -0.142
C -1.612 -1.612 -0.029 -0.640
H -0.671 2.515 0.698 -0.133
H -2.473 -1.735 0.838 0.217
H 3.563 1.221 0.423 0.196
C 0.621 -0.572 -0.005 -0.189
H 1.114 -1.421 -0.422 0.201
H -1.335 1.493 -1.381 -0.159

---

Model two:
16
Properties=species:S:1:pos:R:3:nbo_charge:R:1 method="wB97M-V/def2-TZVPD" multiplicity=1 mol_weight_g_mol=98.2 e_homo_ev="-7.99 / -8.00" homo_lumo_gap_ev="8.4 / 8.7" lumo_energy_ev="0.4 / 0.7"
H -1.227 -0.989 -1.372 0.226
H 2.857 1.803 -0.334 0.210
H -2.664 0.373 -0.264 0.220
C -0.824 1.442 -0.037 -0.265
H -1.748 0.057 1.286 0.203
Si 0.761 -1.346 0.150 1.040
H -1.663 -1.821 -0.018 0.221
H 3.512 0.036 -0.219 0.210
H 1.073 -2.204 1.433 -0.151
C -1.075 -1.061 -0.336 -0.790
C 1.580 0.291 0.111 -0.351
C 2.722 0.790 -0.198 -0.484
C -1.679 0.268 0.211 -0.468
H -0.642 2.152 0.721 0.184
H -0.700 1.836 -0.962 0.168
H 1.449 -2.032 -0.954 -0.173

---

Energies relative to the most stable structure are model one 0.000; model two 2.133, reported in eV.

---

Model one:
16
Properties=species:S:1:pos:R:3:nbo_charge:R:1 method="wB97M-V/def2-TZVPD" multiplicity=1 mol_weight_g_mol=212.0 e_homo_ev=-10.41 homo_lumo_gap_ev=10.2 lumo_energy_ev=-0.2
Br -0.701 2.611 -1.268 0.153
C 0.130 0.872 -0.852 0.137
C 0.288 -0.276 -1.909 -0.654
H -0.741 -0.521 -2.007 0.232
N -0.656 0.266 0.343 0.302
H 1.006 -1.020 -1.539 0.272
H 0.738 0.106 -2.772 0.235
H -0.850 -0.672 2.761 0.214
C -0.780 -1.271 1.948 -0.452
H -0.362 -2.151 2.302 0.210
O 2.437 0.448 -0.409 -0.330
O -1.750 0.709 0.550 -0.427
N 1.513 1.126 -0.162 0.517
H -1.742 -1.659 1.511 0.206
N -0.036 -0.639 0.930 -0.250
O 1.505 2.070 0.573 -0.366

---

Model two:
16
Properties=species:S:1:pos:R:3:nbo_charge:R:1 method="wB97M-V/def2-TZVPD" multiplicity=1 mol_weight_g_mol=212.0 e_homo_ev=-9.72 homo_lumo_gap_ev=9.0 lumo_energy_ev=-0.7
H 0.155 1.254 -3.284 0.230
H 2.416 1.385 2.151 0.241
H -0.710 2.610 -2.302 0.225
N 0.452 1.397 -1.298 -0.217
H -1.298 0.876 -2.330 0.210
N 0.579 0.303 -0.861 0.380
C -0.440 1.556 -2.422 -0.466
H 0.745 1.309 1.537 0.248
O 3.354 0.009 -1.645 -0.369
H 1.929 2.433 0.910 0.261
Br 2.416 -1.393 0.689 0.126
C 2.187 0.500 0.231 0.111
C 1.827 1.452 1.308 -0.710
O 0.022 -0.790 -0.831 -0.403
N 3.005 0.927 -0.942 0.467
O 2.925 2.093 -1.190 -0.333

---

Energies relative to the most stable structure are model one 0.000; model two 0.996, reported in eV.